No. 1
# C9H19F6MnN4O13S6

C9H19F6MnN4O13S6 as an isolated structure at a distorted geometry (the ωB97M-V functional and the def2-TZVPD basis, the OMol25 dataset).

Its gap between HOMO and LUMO (spin up / spin down) is 8.5 / 7.9 eV. Its expectation value of S² is 8.754. For the energy above the lowest of the compared OMol25 structures with the same formula, charge and spin, the calculation gives 0.363 eV. For the LUMO energy (spin up / spin down), the calculation gives 1.953 / 1.418 eV.

Geometry as ORCA input:
```
! RIJCOSX wB97M-V def2-TZVPD def2/J DEFGRID3
* xyz -1 6
Mn 12.33699 -27.81630 17.54778
N 13.57068 -27.83754 15.92204
S 14.91582 -28.62752 15.57165
O 16.12001 -28.17927 16.17022
O 14.89312 -29.25812 14.29991
F 14.59412 -29.87037 16.56418
S 13.77923 -26.63441 14.79454
O 13.61117 -26.89781 13.41527
O 14.75907 -25.69015 15.19317
F 12.42699 -25.87622 15.19725
N 12.81864 -26.41118 18.88707
S 13.36250 -26.80522 20.41283
O 12.30299 -26.75179 21.32717
O 14.67521 -26.42979 20.78382
F 13.54664 -28.32414 19.96841
S 12.67078 -24.85072 18.78811
O 13.51942 -24.20918 17.85393
O 12.27208 -24.14586 19.94102
F 11.31849 -24.99182 17.87483
N 11.16345 -29.09731 18.48942
S 9.66066 -28.74191 19.15677
O 9.71445 -28.17156 20.44178
O 8.57121 -29.60604 18.86560
F 9.36862 -27.56670 18.12636
S 11.22186 -30.68598 18.81796
O 10.41476 -31.54424 18.03673
O 11.32620 -30.91511 20.21281
F 12.69450 -30.89717 18.27541
C 8.55531 -29.39100 14.02558
C 10.07473 -29.63056 14.02098
C 10.33928 -31.13962 13.95332
C 10.09712 -31.69631 12.57419
C 11.03009 -31.00525 11.58628
C 10.88840 -29.48250 11.53255
N 10.77068 -28.96669 12.91955
O 10.42001 -27.59025 12.81739
C 12.09875 -28.86117 10.86470
C 9.59226 -29.20840 10.74890
C 10.65164 -29.10919 15.34056
H 8.04929 -29.81636 14.89746
H 8.05393 -29.94963 13.23205
H 8.33569 -28.32729 13.96248
H 11.34935 -31.35951 14.31522
H 9.73055 -31.64856 14.70816
H 9.05004 -31.72045 12.27173
H 10.42453 -32.74189 12.58996
H 10.74361 -31.44943 10.62697
H 12.03835 -31.37079 11.79144
H 12.46625 -27.90809 11.23622
H 12.96889 -29.52557 10.83514
H 11.96509 -28.71996 9.78428
H 9.42806 -28.14789 10.56174
H 9.60797 -29.68812 9.76536
H 8.71750 -29.62163 11.24758
H 11.67992 -29.48834 15.40793
H 10.16793 -29.65623 16.14766
H 10.71027 -28.01735 15.34615
H 11.22675 -27.18839 13.16016
*
```

Partial charges, Mulliken, in e: 1.71, 0.17, 0.79, -0.59, -0.56, -0.30, 0.76, -0.41, -0.56, -0.29, -0.03, 0.96, -0.48, -0.56, -0.28, 0.92, -0.56, -0.57, -0.33, 0.12, 0.89, -0.50, -0.58, -0.28, 0.91, -0.52, -0.62, -0.25, -2.00, 1.24, -1.28, -0.75, -1.33, 1.67, 0.73, -0.62, -1.71, -1.83, -1.61, 0.39, 0.42, 0.41, 0.41, 0.46, 0.39, 0.39, 0.37, 0.41, 0.26, 0.35, 0.38, 0.34, 0.47, 0.39, 0.34, 0.26, 0.77, 0.34


No. 2
# C11H12Cl2N2O5

The molecule C11H12Cl2N2O5 at a distorted geometry (the ωB97M-V functional and the def2-TZVPD basis, the OMol25 dataset).

Its gap between HOMO and LUMO is 9.3 eV. For the energy above the lowest of the compared OMol25 structures with the same formula, charge and spin, the calculation gives 0.000 eV. For the LUMO energy, the calculation gives -0.697 eV. As for the SMILES: O=C(N[C@H](CO)[C@H](O)c1ccc([N+](=O)[O-])cc1)C(Cl)Cl.

Geometry as ORCA input:
```
! RIJCOSX wB97M-V def2-TZVPD def2/J DEFGRID3
* xyz 0 1
O -3.25979 1.94232 0.44077
C -3.47861 0.77896 0.16825
N -2.57474 -0.08238 -0.30062
C -1.20297 0.26344 -0.62192
C -0.64473 -0.92001 -1.42796
O -0.78711 -2.13546 -0.74227
C -0.40125 0.61975 0.67204
O -0.53450 1.98077 0.97063
C 1.07134 0.33564 0.49782
C 1.84647 1.21749 -0.25098
C 3.19260 0.98073 -0.43769
C 3.76563 -0.15251 0.12756
N 5.17165 -0.41056 -0.06710
O 5.80127 0.38255 -0.73246
O 5.63451 -1.40687 0.44520
C 3.01031 -1.03403 0.89045
C 1.66458 -0.78267 1.07620
C -4.88059 0.19087 0.33712
Cl -4.82389 -1.21019 1.42856
Cl -5.50957 -0.29736 -1.25314
H -2.81224 -1.06032 -0.41547
H -1.19973 1.16197 -1.25066
H -1.23681 -1.02473 -2.34159
H 0.39635 -0.72859 -1.70909
H -0.14036 -2.17972 -0.02845
H -0.79588 -0.00029 1.49620
H -1.47615 2.22760 0.91615
H 1.38084 2.09680 -0.66532
H 3.80934 1.65384 -1.01306
H 3.48858 -1.89561 1.33079
H 1.08072 -1.44779 1.69743
H -5.55528 0.93634 0.76260
*
```

Partial charges, Mulliken, in e: -0.72, 0.47, 0.02, -0.13, -0.96, -0.59, -0.21, -0.61, -0.23, -0.25, -0.62, -0.02, 0.99, -0.61, -0.61, -0.61, -0.15, -0.04, -0.15, -0.14, 0.30, 0.30, 0.49, 0.35, 0.39, 0.38, 0.48, 0.48, 0.48, 0.49, 0.66, 0.38


No. 3
# C51H114F6N6P

A 7-piece molecular cluster, C51H114F6N6P overall at a distorted geometry (the ωB97M-V functional and the def2-TZVPD basis, the OMol25 dataset).

Its gap between HOMO and LUMO is 10.4 eV. For the energy above the lowest of the compared OMol25 structures with the same formula, charge and spin, the calculation gives 3.601 eV. For the LUMO energy, the calculation gives -6.861 eV.

Geometry as ORCA input:
```
! RIJCOSX wB97M-V def2-TZVPD def2/J DEFGRID3
* xyz 5 1
P 1.10249 0.56596 -1.41532
F 1.26401 -0.74671 -2.34176
F 2.64096 0.93885 -1.60211
F 0.62175 1.35870 -2.75443
F 0.84133 1.90536 -0.41049
F -0.46293 0.05234 -1.21054
F 1.55526 -0.11798 0.02334
C 14.23169 -0.81362 1.90550
C 12.66305 -0.84835 1.94202
C 12.22662 -1.15153 0.50440
N 10.76410 -1.59039 0.23537
C 10.47635 -2.90090 0.96666
C 9.69404 -0.51788 0.55616
C 9.72327 0.31384 -0.71349
C 9.91524 -0.73649 -1.83600
C 10.64560 -1.94990 -1.27523
H 14.68725 -0.33920 2.77469
H 14.76924 -0.21567 1.16957
H 14.74311 -1.77448 1.96299
H 12.26303 0.06409 2.38421
H 12.30660 -1.67622 2.55495
H 12.87117 -1.89864 0.04127
H 12.33061 -0.20821 -0.03172
H 11.15914 -3.69259 0.65826
H 9.41060 -3.05165 0.79470
H 10.57315 -2.52560 1.98542
H 8.81737 -1.11109 0.81622
H 9.95065 0.18301 1.35052
H 8.85765 0.94406 -0.91749
H 10.46552 1.11039 -0.66177
H 8.98151 -0.90214 -2.37342
H 10.52908 -0.37184 -2.65960
H 10.04669 -2.85467 -1.37914
H 11.59663 -2.20169 -1.74453
C -10.36466 -2.22025 5.69910
C -9.26311 -1.26795 6.21209
C -7.85109 -1.71256 5.73789
N -6.64001 -0.81265 5.98416
C -6.45785 -0.58601 7.48081
C -6.71553 0.54389 5.17933
C -6.04779 0.16999 3.75420
C -5.10096 -0.99098 4.03472
C -5.31422 -1.51178 5.49289
H -10.19210 -3.15811 6.22706
H -10.36676 -2.43545 4.63056
H -11.32512 -1.85774 6.06542
H -9.32783 -1.27061 7.30017
H -9.49066 -0.24845 5.90074
H -7.99821 -1.89163 4.67281
H -7.62372 -2.69950 6.14081
H -7.40290 -0.10999 7.74225
H -5.66612 0.14797 7.63090
H -6.37541 -1.55216 7.97868
H -6.19078 1.37698 5.64699
H -7.74065 0.91396 5.16383
H -5.39665 0.95056 3.36071
H -6.69936 -0.11156 2.92699
H -4.06743 -0.66084 3.93020
H -5.18010 -1.69830 3.20916
H -4.51082 -1.20215 6.16132
H -5.49798 -2.56660 5.69709
C -12.21896 -4.30126 -6.07503
C -10.68817 -3.99230 -6.03226
C -10.47943 -2.53439 -5.54030
N -9.17983 -1.89777 -6.18108
C -9.34049 -1.70522 -7.70577
C -7.85093 -2.68798 -5.97444
C -6.82138 -1.68115 -5.42190
C -7.71391 -0.74443 -4.60751
C -8.99715 -0.59723 -5.42931
H -12.72032 -4.12230 -5.12387
H -12.17659 -5.36163 -6.32385
H -12.62354 -3.88870 -6.99927
H -10.47203 -4.15354 -7.08838
H -10.20703 -4.79130 -5.46816
H -10.41793 -2.65546 -4.45879
H -11.33097 -1.94392 -5.87844
H -10.14771 -0.98467 -7.83731
H -9.57566 -2.60906 -8.26780
H -8.46442 -1.28249 -8.19759
H -7.49592 -3.07598 -6.92918
H -8.04497 -3.52471 -5.30336
H -6.22369 -1.22881 -6.21326
H -6.06546 -2.07889 -4.74478
H -7.24230 0.16962 -4.24666
H -7.91921 -1.37772 -3.74444
H -8.72823 0.17237 -6.15284
H -9.85568 -0.17803 -4.90461
C 0.11471 -9.76246 2.02544
C 0.29114 -8.23348 1.89685
C 1.35401 -7.75792 0.83147
N 0.91126 -7.43325 -0.58299
C 0.35029 -8.75827 -1.15080
C 1.41822 -9.75755 -1.59463
C 2.45775 -9.03093 -2.55642
C 3.07170 -7.79820 -1.86845
C 2.11507 -6.77370 -1.36725
C -0.21172 -6.34295 -0.61198
H -0.38009 -10.07009 2.94667
H 1.09901 -10.22618 2.09045
H -0.37846 -10.18208 1.14863
H 0.76559 -7.77155 2.76265
H -0.61466 -7.62733 1.91053
H 2.26137 -8.36015 0.78553
H 1.72743 -6.79560 1.18161
H -0.49210 -9.19650 -0.61561
H -0.18387 -8.36554 -2.01597
H 1.86895 -10.21828 -0.71561
H 0.93671 -10.62423 -2.04754
H 3.29018 -9.66517 -2.86122
H 2.10115 -8.55205 -3.46836
H 3.61170 -8.15561 -0.99166
H 3.79173 -7.23174 -2.45902
H 2.55742 -5.96299 -0.78832
H 1.61271 -6.46372 -2.28359
H -0.83791 -6.57299 0.25004
H -0.80068 -6.39625 -1.52761
H 0.15507 -5.37264 -0.27725
C -2.14016 5.80600 -4.23086
C -1.21074 7.01921 -4.48348
C 0.23423 6.58156 -4.77194
N 1.35783 7.63491 -4.90847
C 1.74340 8.09364 -3.41629
C 2.58540 7.14020 -2.57828
C 3.72648 6.37729 -3.33198
C 3.21815 5.91928 -4.64923
C 2.63133 7.02220 -5.52381
C 0.96040 8.80765 -5.82158
H -2.28798 5.05962 -5.01136
H -3.17803 5.96939 -3.94062
H -1.80634 5.28525 -3.33338
H -1.03610 7.60463 -3.58077
H -1.57934 7.71534 -5.23689
H 0.20247 6.11056 -5.75441
H 0.52731 5.82271 -4.04644
H 0.83165 8.47052 -2.95285
H 2.42665 8.91831 -3.61925
H 1.82462 6.41148 -2.29850
H 2.95429 7.71308 -1.72750
H 4.02389 5.54652 -2.69209
H 4.58087 7.04617 -3.43549
H 2.38947 5.23407 -4.47068
H 3.91502 5.29975 -5.21372
H 2.36148 6.60234 -6.49282
H 3.32035 7.84514 -5.71389
H 1.83842 9.15160 -6.36828
H 0.29634 9.55658 -5.39005
H 0.52059 8.31334 -6.68779
C -1.03136 5.63693 3.75708
C -0.08899 4.96666 4.82017
C 1.31466 5.71384 4.88947
N 2.34816 5.20074 5.96697
C 2.78740 3.69961 5.79660
C 3.60266 3.49144 4.50566
C 4.92644 4.28031 4.39590
C 4.51142 5.75312 4.69173
C 3.54729 6.10176 5.86612
C 1.71240 5.39084 7.36905
H -1.96571 5.10895 3.56648
H -0.49098 5.91629 2.85262
H -1.48772 6.55899 4.11715
H -0.00623 3.91135 4.56024
H -0.45836 4.92624 5.84489
H 1.09402 6.77229 5.02773
H 1.65096 5.50430 3.87405
H 1.92379 3.03477 5.81277
H 3.34212 3.55584 6.72380
H 2.90027 3.77977 3.72360
H 3.84389 2.44369 4.32643
H 5.24234 4.13386 3.36301
H 5.68299 3.90218 5.08347
H 4.14333 6.19650 3.76651
H 5.44545 6.30326 4.80582
H 3.20604 7.13665 5.89190
H 4.05465 5.90231 6.80999
H 1.25512 6.37946 7.40931
H 2.38711 5.35655 8.22444
H 0.95976 4.60254 7.38413
*
```

Atomic partial charges in e from the Mulliken method, atoms 1 to 99: 1.18, -0.35, -0.33, -0.35, -0.40, -0.37, -0.38, -1.46, -0.14, -0.83, 0.10, -1.13, -0.35, -0.72, -0.56, -0.52, 0.41, 0.38, 0.37, 0.37, 0.20, 0.42, 0.40, 0.29, 0.51, 0.50, 0.38, 0.26, 0.43, 0.34, 0.37, 0.31, 0.34, 0.32, -1.39, -0.28, -0.78, 0.08, -1.09, -0.55, -0.54, -0.58, -0.55, 0.36, 0.37, 0.38, 0.36, 0.32, 0.38, 0.42, 0.46, 0.46, 0.36, 0.39, 0.33, 0.33, 0.34, 0.37, 0.30, 0.38, 0.38, -1.41, -0.33, -0.79, 0.50, -1.08, -0.55, -0.65, -0.49, -0.70, 0.36, 0.42, 0.39, 0.18, 0.42, 0.36, 0.46, 0.40, 0.36, 0.42, 0.31, 0.34, 0.32, 0.35, 0.41, 0.28, 0.36, 0.36, -1.09, -0.57, -0.76, 0.14, -0.85, -0.62, -0.72, -0.74, -0.56, -0.90, 0.39


No. 4
# CH2I3P

CH2I3P as an isolated structure at a distorted geometry (the ωB97M-V functional and the def2-TZVPD basis, the OMol25 dataset).

Its gap between HOMO and LUMO is 6.7 eV. For the energy above the lowest of the compared OMol25 structures with the same formula, charge and spin, the calculation gives 0.894 eV. For the LUMO energy, the calculation gives -1.512 eV.

Geometry as ORCA input:
```
! RIJCOSX wB97M-V def2-TZVPD def2/J DEFGRID3
* xyz 0 1
C -1.02067 0.48411 0.25214
P 0.65340 -0.10119 -0.05073
I -2.15683 0.65120 -1.54073
I 2.36211 -1.98852 -0.46137
I -2.07143 -0.35344 1.86486
H 1.25668 0.53042 1.05233
H 0.97674 0.77741 -1.11650
*
```

Partial charges, Mulliken, in e: -0.35, -0.02, 0.07, -0.11, 0.11, 0.15, 0.14


No. 5
# C4H3NO2S

A 2-piece molecular cluster, C4H3NO2S overall at a distorted geometry (the ωB97M-V functional and the def2-TZVPD basis, the OMol25 dataset).

Its gap between HOMO and LUMO is 9.3 eV. For the energy above the lowest of the compared OMol25 structures with the same formula, charge and spin, the calculation gives 1.657 eV. For the LUMO energy, the calculation gives 0.700 eV.

Geometry as ORCA input:
```
! RIJCOSX wB97M-V def2-TZVPD def2/J DEFGRID3
* xyz 0 1
C 0.69331 -0.78484 -0.84197
C 0.78674 0.38503 -1.44899
C -1.14733 0.26429 -0.02052
C 0.77592 -0.19015 2.55339
N -2.15955 0.37474 0.67384
O 1.39020 0.66508 2.14831
O -0.47425 -0.90072 -0.14710
S -0.52330 1.52888 -1.06086
H 1.44616 -1.58303 -0.93638
H 1.55100 0.72276 -2.06516
H -2.33890 -0.48205 1.14546
*
```

Partial charges, Mulliken, in e: -0.44, -0.14, 0.65, 0.10, -0.69, -0.11, -0.31, -0.14, 0.36, 0.44, 0.29